[1]
{"formula": "CHAlO3", "method": "ωB97M-V with the def2-TZVPD basis set", "elements": ["Al", "O", "O", "O", "C", "H"], "xyz": [[-1.63606, -0.73309, 0.70988], [0.08924, -1.26173, 0.53827], [1.68431, 0.05553, -0.37476], [-0.49482, 0.66055, -0.25145], [0.54670, -0.24498, -0.06950], [-0.18937, 1.52372, -0.55244]], "forces_ev_per_angstrom": [[1.2, 0.2, -0.4], [-2.5, -1.7, 1.0], [-2.9, -0.8, 0.5], [-1.8, -0.4, 0.4], [6.0, 2.2, -1.3], [0.0, 0.5, -0.2]], "lowdin_spin": [0.687, 0.162, 0.007, 0.111, 0.032, 0.001], "lumo_energy_ev": [-6.135, -9.307], "homo_energy_ev": [-16.20, -16.17], "gap_ev": [10.06, 6.86], "total_charge": 1, "s2": 0.75, "e_above_lowest_kj_mol": 0.0, "multiplicity": 2, "total_energy_ha": -506.58645}



[2]
{"formula": "CHAlO3", "method": "ωB97M-V with the def2-TZVPD basis set", "elements": ["Al", "O", "O", "O", "C", "H"], "xyz": [[1.63590, 0.30112, -0.02867], [-2.19356, 0.51248, 0.24428], [0.00027, -0.09537, -0.56166], [-1.30383, -1.10083, 0.33385], [-1.23517, 0.01278, -0.33832], [3.09639, 0.36982, 0.35052]], "forces_ev_per_angstrom": [[-0.9, -0.2, -0.7], [-1.7, 2.9, -1.4], [4.1, 4.1, -3.3], [-3.3, -2.7, 0.5], [1.2, -4.3, 4.6], [0.6, 0.1, 0.2]], "lowdin_charge": [1.423, 0.501, 0.103, 0.439, -0.475, 0.009], "lumo_energy_ev": [-13.972, -14.468], "homo_energy_ev": [-23.99, -24.26], "gap_ev": [10.02, 9.80], "total_charge": 2, "e_above_lowest_kj_mol": 239.4, "total_energy_ha": -505.82419}



[3]
{"formula": "CHAsBr2F6O3Pt", "method": "ωB97M-V with the def2-TZVPD basis set", "elements": ["Pt", "Br", "Br", "As", "F", "F", "F", "F", "F", "F", "O", "O", "O", "C", "H"], "xyz": [[0.76263, -0.57832, 1.91063], [-0.27862, 2.27690, 3.75331], [0.26287, -3.84288, 3.34876], [-3.06405, 0.56373, -1.17682], [-1.77067, 1.77025, -1.23767], [-2.07873, -0.29222, 0.06122], [-2.28604, -0.45727, -2.47196], [-3.94732, 1.38657, -2.49142], [-3.85473, 1.60017, 0.07799], [-4.43121, -0.61653, -1.10287], [4.90744, -0.07700, -0.79377], [3.84523, -0.65614, 1.06647], [2.62069, -0.28327, -0.62936], [3.79143, -0.38102, -0.17810], [5.52104, -0.41297, -0.13634]], "forces_ev_per_angstrom": [[0.7, -0.5, -0.3], [0.3, -0.7, -0.4], [0.1, 1.1, -0.3], [0.1, -0.3, -0.5], [-0.8, -0.7, -0.3], [-1.1, 0.5, -0.8], [-0.7, 1.1, 1.5], [0.5, -0.3, 1.0], [0.6, -1.2, -1.2], [1.5, 1.0, 0.3], [1.3, -0.1, -1.5], [1.9, -0.4, 0.6], [1.1, 0.4, -2.2], [-6.1, 0.1, 3.9], [0.7, 0.2, 0.1]], "lowdin_spin": [1.068, 0.707, 0.191, 0.000, 0.000, 0.001, 0.000, 0.000, 0.000, 0.000, 0.002, 0.036, -0.005, 0.001, 0.000], "lumo_energy_ev": [2.881, 0.561], "homo_energy_ev": [-3.15, -3.03], "gap_ev": [6.03, 3.59], "total_charge": -2, "s2": 2.09, "e_above_lowest_kj_mol": 544.5, "multiplicity": 3, "total_energy_ha": -8366.80509}